Arrangement one

C23H27N3O5S | ωB97M-V/def2-TZVPD

For the LUMO energy, the calculation gives 0.511 eV. The HOMO-LUMO gap is 9.00 eV. As for the SMILES: CCOc1ccc(S(=O)(=O)Nc2ccc(C(=O)NC[C@@H](c3ccco3)N(C)C)cc2)cc1.

Each line ends with the Mulliken charge.
Cartesian coordinates (Å):
S (-3.30, 1.00, -0.43)  1.372
O (-8.99, 0.17, 0.88)  -0.433
O (3.20, -2.87, 0.22)  -0.692
O (-2.71, 1.89, 0.53)  -0.684
O (7.84, -0.22, -0.68)  -0.272
O (-3.13, 1.29, -1.81)  -0.688
N (3.65, -0.84, -0.66)  -0.049
N (-2.74, -0.58, -0.14)  -0.254
N (5.11, 1.44, -0.07)  -0.069
C (9.29, 0.20, 0.94)  -0.435
C (-7.70, 0.32, 0.50)  0.749
C (-0.84, -1.82, 0.70)  -0.666
C (-7.20, 0.07, -0.78)  -0.244
C (-9.86, -1.86, -0.17)  -1.028
C (5.75, 1.98, -1.25)  -1.059
C (9.14, -0.15, -0.36)  -0.583
C (2.81, -1.79, -0.18)  0.447
C (-1.37, -0.85, -0.15)  0.859
C (-9.95, -0.35, -0.02)  -0.429
C (0.82, -0.47, -1.06)  -0.733
C (5.64, 0.14, 0.36)  0.528
C (7.98, 0.36, 1.46)  -0.617
C (1.36, -1.43, -0.21)  0.350
C (-5.86, 0.29, -1.05)  -0.865
C (7.13, 0.08, 0.43)  0.038
C (-0.53, -0.18, -1.04)  -0.400
C (-6.84, 0.80, 1.49)  -0.705
C (5.09, 2.42, 1.00)  -1.014
C (-5.02, 0.75, -0.06)  -0.280
C (0.51, -2.11, 0.66)  -0.907
C (-5.50, 1.01, 1.21)  -0.284
C (5.08, -0.96, -0.57)  -1.684
H (-0.95, 0.55, -1.70)  0.566
H (6.10, 2.69, 1.35)  0.333
H (-5.45, 0.11, -2.03)  0.473
H (9.85, -0.37, -1.13)  0.472
H (5.24, -0.03, 1.36)  0.689
H (-9.97, -2.33, 0.80)  0.305
H (5.80, 1.23, -2.03)  0.312
H (-8.91, -2.16, -0.59)  0.342
H (-10.91, -0.07, 0.43)  0.311
H (6.77, 2.35, -1.06)  0.321
H (3.32, 0.11, -0.80)  0.344
H (5.53, -0.89, -1.56)  0.251
H (-1.49, -2.34, 1.39)  0.315
H (-4.83, 1.40, 1.96)  0.459
H (4.53, 2.02, 1.84)  0.338
H (-7.25, 1.00, 2.47)  0.435
H (7.71, 0.63, 2.46)  0.544
H (-7.84, -0.29, -1.57)  0.373
H (-10.66, -2.21, -0.82)  0.354
H (0.93, -2.86, 1.30)  0.444
H (5.15, 2.82, -1.62)  0.397
H (4.60, 3.32, 0.64)  0.323
H (1.44, 0.05, -1.78)  0.449
H (-3.22, -1.00, 0.64)  0.302
H (5.30, -1.95, -0.15)  0.504
H (10.22, 0.34, 1.47)  0.428
H (-9.88, 0.15, -0.99)  0.347

***

Arrangement two

C23H27N3O5S | ωB97M-V/def2-TZVPD

For the LUMO energy, the calculation gives 0.332 eV. The HOMO-LUMO gap is 7.86 eV. As for the SMILES: CCOCCCNC(=S)N(Cc1ccco1)Cc1cc2cc3c(cc2[nH]c1=O)OCCO3.

Each line ends with the Mulliken charge.
Cartesian coordinates (Å):
S (-3.44, 0.95, -2.33)  -0.485
O (-4.62, -1.10, 0.88)  -0.322
O (6.65, 1.15, 0.01)  -0.474
O (6.25, -1.66, -0.30)  -0.480
O (-0.14, 2.32, -1.29)  -0.730
O (0.85, -0.43, 1.69)  -0.384
N (-1.74, -0.10, -0.63)  0.715
N (-3.32, 1.34, 0.26)  -0.132
N (2.03, 1.85, -0.91)  0.123
C (5.42, 0.62, -0.30)  0.320
C (-1.35, -0.62, 0.66)  -1.717
C (0.73, 1.48, -1.22)  0.056
C (7.36, -1.13, 0.39)  -0.459
C (4.36, 1.49, -0.43)  -0.767
C (-2.80, 0.73, -0.82)  0.349
C (-0.85, -0.41, -1.73)  -1.510
C (1.65, 0.48, 2.27)  -0.637
C (-4.62, -2.45, 0.45)  -0.460
C (-4.41, -2.64, -1.05)  -0.967
C (5.23, -0.76, -0.48)  0.424
C (1.04, 1.69, 2.32)  -0.882
C (-5.73, -0.34, 0.43)  -0.545
C (7.72, 0.24, -0.18)  -0.461
C (-4.63, 1.94, 0.29)  -1.065
C (-0.24, 1.50, 1.73)  -0.129
C (3.99, -1.24, -0.84)  -1.093
C (-0.30, 0.19, 1.36)  0.801
C (0.55, 0.04, -1.44)  0.456
C (-5.64, 1.05, 1.03)  -0.795
C (3.10, 1.01, -0.78)  -0.083
C (1.59, -0.81, -1.34)  -0.561
C (2.91, -0.37, -1.00)  1.033
H (-4.56, 2.91, 0.78)  0.351
H (-0.92, -1.62, 0.49)  0.451
H (-0.98, 2.26, 1.57)  0.546
H (-5.57, -2.93, 0.76)  0.470
H (-2.93, 1.11, 1.17)  0.273
H (8.18, -1.84, 0.26)  0.343
H (-4.20, -3.69, -1.25)  0.407
H (-0.86, -1.49, -1.93)  0.266
H (1.43, 2.60, 2.72)  0.491
H (-2.24, -0.75, 1.27)  0.700
H (-5.73, -0.27, -0.66)  0.317
H (-1.24, 0.11, -2.61)  0.674
H (-5.35, 0.96, 2.08)  0.330
H (4.52, 2.54, -0.27)  0.419
H (7.12, -1.02, 1.46)  0.285
H (3.86, -2.30, -0.98)  0.496
H (2.17, 2.84, -0.75)  0.227
H (7.94, 0.15, -1.25)  0.283
H (-3.58, -2.03, -1.39)  0.093
H (1.44, -1.87, -1.50)  0.438
H (-4.94, 2.08, -0.74)  0.501
H (-6.62, 1.53, 0.98)  0.437
H (-6.65, -0.84, 0.75)  0.520
H (-3.80, -2.92, 1.01)  0.314
H (8.58, 0.68, 0.34)  0.343
H (2.62, 0.15, 2.59)  0.551
H (-5.29, -2.35, -1.61)  0.333

***

Ordering by calculated energy gives the sequence arrangement two, arrangement one, with the first entry being the most stable.

***

Arrangement one

C2H6NO | ωB97M-V/def2-TZVPD

For the LUMO energy, the calculation gives -5.058 eV. The HOMO-LUMO gap is 8.96 eV. Its total charge is +1.

Each line ends with the Mulliken charge.
Cartesian coordinates (Å):
O (-1.36, -0.48, -0.12)  -0.390
N (1.89, 0.57, 0.87)  -0.151
C (1.01, 1.08, 0.15)  -0.090
C (-2.06, -1.35, -0.62)  -0.036
H (0.78, 0.82, -0.97)  0.271
H (-3.19, -1.34, -0.61)  0.235
H (2.38, -0.20, 0.36)  0.333
H (0.34, 1.94, 0.57)  0.277
H (1.87, 0.82, 1.90)  0.342
H (-1.66, -1.86, -1.52)  0.209

***

Arrangement two

C2H6NO | ωB97M-V/def2-TZVPD

For the LUMO energy (spin up / spin down), the calculation gives -4.852 / -4.464 eV. The HOMO-LUMO gap (spin up / spin down) is 9.66 / 9.74 eV. Its total charge is +1.

Each line ends with the Mulliken charge.
Cartesian coordinates (Å):
O (1.09, 1.11, -0.08)  -0.310
N (-1.13, 0.43, -0.19)  -0.316
C (1.26, -0.28, -0.34)  -0.548
C (0.22, 0.23, 0.52)  0.147
H (-1.45, 1.43, 0.06)  0.385
H (1.43, -0.70, -1.36)  0.328
H (-1.81, -0.31, 0.16)  0.379
H (-0.79, 0.37, -1.06)  0.282
H (2.85, -1.32, 0.48)  0.201
H (0.03, 0.08, 1.56)  0.451

***

Ordering by calculated energy gives the sequence arrangement one, arrangement two, with the first entry being the most stable.

***

Arrangement one

C2H6NO | ωB97M-V/def2-TZVPD

For the LUMO energy, the calculation gives -4.076 eV. The HOMO-LUMO gap is 9.57 eV. Its total charge is +1.

Each line ends with the Mulliken charge.
Cartesian coordinates (Å):
O (2.36, -0.53, -0.04)  -0.276
N (-0.62, -0.86, 0.04)  -0.317
C (1.87, 0.49, 0.11)  0.278
C (-0.46, 0.59, -0.08)  -0.954
H (2.11, 1.57, 0.34)  0.345
H (-0.74, 1.26, 0.78)  0.365
H (-0.86, -1.03, 0.99)  0.306
H (-1.50, -1.24, -0.55)  0.400
H (-0.48, 0.79, -1.09)  0.459
H (0.29, -1.21, -0.42)  0.393

***

Arrangement two

C2H6NO | ωB97M-V/def2-TZVPD

For the LUMO energy, the calculation gives -6.898 eV. The HOMO-LUMO gap is 9.61 eV. Its total charge is +1.

Each line ends with the Mulliken charge.
Cartesian coordinates (Å):
O (0.05, 0.42, 0.44)  -0.131
N (1.17, -0.25, 0.37)  0.158
C (2.20, 0.20, -0.47)  -0.585
C (-0.89, 1.85, -0.24)  -0.231
H (-0.68, 2.63, 0.50)  0.284
H (2.75, 0.79, 0.32)  0.344
H (2.06, 0.93, -1.29)  0.301
H (-0.19, 2.09, -1.07)  0.223
H (-1.99, 1.72, -0.24)  0.304
H (3.03, -0.57, -0.70)  0.333

***

Ordering by calculated energy gives the sequence arrangement one, arrangement two, with the first entry being the most stable.

***

Arrangement one

C5H11P | ωB97M-V/def2-TZVPD

For the LUMO energy (spin up / spin down), the calculation gives 0.803 / 0.452 eV. The HOMO-LUMO gap (spin up / spin down) is 8.61 / 8.27 eV.

Each line ends with the Mulliken charge.
Cartesian coordinates (Å):
P (-1.09, 0.90, -0.07)  0.036
C (-2.71, 0.75, 0.56)  -1.002
C (2.27, 0.07, 0.65)  -0.595
C (-0.27, -0.59, 0.65)  -0.179
C (2.33, 0.24, -0.84)  -0.723
C (-0.86, -0.90, -0.66)  -0.734
H (-1.68, -1.48, -0.59)  0.412
H (-3.26, 0.47, -0.39)  0.285
H (2.87, -0.79, 1.08)  0.244
H (2.14, 0.89, 1.19)  0.408
H (3.36, 0.52, -1.23)  0.305
H (-0.15, -1.04, -1.47)  0.175
H (1.79, 1.14, -1.11)  0.247
H (2.03, -0.64, -1.40)  0.194
H (-3.31, 1.64, 0.81)  0.339
H (-0.58, -1.23, 1.56)  0.253
H (-2.87, 0.04, 1.27)  0.336

***

Arrangement two

C5H11P | ωB97M-V/def2-TZVPD

For the LUMO energy (spin up / spin down), the calculation gives -0.180 / 0.247 eV. The HOMO-LUMO gap (spin up / spin down) is 7.90 / 7.95 eV.

Each line ends with the Mulliken charge.
Cartesian coordinates (Å):
P (1.66, -0.58, -0.29)  0.133
C (-1.28, -1.08, 2.30)  -0.874
C (1.55, 1.40, -0.37)  -1.124
C (-1.35, -0.46, 0.99)  0.124
C (1.58, -0.96, -2.12)  -0.773
C (-1.98, 0.59, 0.52)  -0.747
H (0.68, -1.55, -2.37)  0.273
H (1.49, 1.65, 0.69)  0.319
H (2.49, 1.83, -0.69)  0.416
H (-1.79, 1.14, -0.30)  0.290
H (1.49, 0.12, -2.55)  0.226
H (-0.81, -0.30, 2.80)  0.239
H (-0.63, -1.91, 2.46)  0.312
H (-2.97, 0.85, 0.85)  0.287
H (0.68, 1.81, -0.89)  0.301
H (2.54, -1.62, -2.37)  0.265
H (-2.29, -1.34, 2.65)  0.333

***

Ordering by calculated energy gives the sequence arrangement two, arrangement one, with the first entry being the most stable.

***

Arrangement one

C4H6F2O | ωB97M-V/def2-TZVPD

For the LUMO energy, the calculation gives 0.904 eV. The HOMO-LUMO gap is 11.72 eV. As for the SMILES: C[C@]1(C(F)F)CO1.

Each line ends with the Mulliken charge.
Cartesian coordinates (Å):
F (-1.55, 0.21, -1.09)  -0.273
F (-1.39, 0.67, 1.03)  -0.282
O (1.60, 0.37, 0.59)  -0.457
C (0.18, -1.65, 0.46)  -1.358
C (0.46, -0.23, -0.02)  1.102
C (-0.71, 0.67, -0.15)  0.142
C (1.68, 0.09, -0.80)  -0.686
H (2.40, -0.74, -1.02)  0.248
H (1.72, 0.92, -1.49)  0.278
H (1.13, -2.18, 0.58)  0.384
H (-0.44, 1.70, -0.40)  0.300
H (-0.37, -1.66, 1.42)  0.294
H (-0.43, -2.25, -0.24)  0.308

***

Arrangement two

C4H6F2O | ωB97M-V/def2-TZVPD

For the LUMO energy (spin up / spin down), the calculation gives 0.334 / 0.271 eV. The HOMO-LUMO gap (spin up / spin down) is 7.83 / 8.90 eV.

Each line ends with the Mulliken charge.
Cartesian coordinates (Å):
F (0.84, 1.73, -0.27)  -0.263
F (2.37, 1.03, 1.07)  -0.267
O (-0.67, -0.51, 1.54)  -0.281
C (-2.88, -0.73, 0.59)  -0.681
C (-1.83, -0.66, 1.60)  0.118
C (2.34, 0.23, -1.24)  -0.837
C (1.63, 0.65, -0.03)  0.535
H (-2.51, -1.11, -0.29)  0.283
H (2.04, -0.75, -1.47)  0.243
H (1.94, 0.82, -1.95)  0.331
H (3.49, 0.42, -0.98)  0.255
H (-3.53, -1.50, 0.78)  0.331
H (-3.25, 0.39, 0.64)  0.231

***

Arrangement three

C4H6F2O | ωB97M-V/def2-TZVPD

For the LUMO energy, the calculation gives 0.818 eV. The HOMO-LUMO gap is 10.74 eV. As for the SMILES: CO[C@@H]1[C@H](F)[C@@H]1F.

Each line ends with the Mulliken charge.
Cartesian coordinates (Å):
F (-0.67, 1.64, -0.84)  -0.281
F (-2.26, -0.78, -1.10)  -0.271
O (0.67, -0.79, -0.65)  -0.324
C (-0.99, 0.88, 0.30)  0.008
C (1.87, -0.12, -0.51)  -0.661
C (-0.20, -0.48, 0.42)  -0.166
C (-1.72, -0.42, 0.12)  -0.076
H (-2.33, -0.71, 0.97)  0.309
H (1.78, 0.99, -0.58)  0.263
H (0.08, -0.86, 1.43)  0.374
H (-1.10, 1.50, 1.24)  0.301
H (2.36, -0.29, 0.48)  0.302
H (2.53, -0.56, -1.28)  0.223

***

Arrangement four

C4H6F2O | ωB97M-V/def2-TZVPD

For the LUMO energy, the calculation gives 0.829 eV. The HOMO-LUMO gap is 10.25 eV. As for the SMILES: C[C@H](O)/C(F)=C/F.

Each line ends with the Mulliken charge.
Cartesian coordinates (Å):
F (0.00, 0.40, 3.35)  -0.236
F (0.59, -1.22, 1.30)  -0.279
O (0.66, 1.21, -0.94)  -0.505
C (-0.29, 0.30, -0.63)  0.620
C (0.04, -0.88, -1.32)  -1.640
C (-0.02, -0.04, 1.07)  0.139
C (-0.32, 0.75, 2.11)  -0.110
H (-0.14, -0.79, -2.44)  0.365
H (1.06, 0.85, -1.74)  0.346
H (-1.40, 0.48, -0.71)  0.213
H (-0.55, -1.74, -0.97)  0.343
H (-0.76, 1.78, 2.07)  0.305
H (1.13, -1.09, -1.15)  0.439

***

Ordering by calculated energy gives the sequence arrangement one, arrangement four, arrangement three, arrangement two, with the first entry being the most stable.

***

Arrangement one

C3H10O2 | ωB97M-V/def2-TZVPD

For the LUMO energy, the calculation gives 0.535 eV. The HOMO-LUMO gap is 10.80 eV. As for the SMILES: CC(C)O.O.

Each line ends with the Mulliken charge.
Cartesian coordinates (Å):
O (1.88, 1.01, 1.11)  -0.570
O (-2.23, 2.52, 4.27)  -0.650
C (1.30, 0.81, -0.17)  0.476
C (0.00, 0.00, 0.00)  -1.065
C (2.28, 0.09, -1.12)  -1.148
H (3.27, 0.55, -0.93)  0.307
H (0.98, 1.77, -0.62)  0.214
H (-0.55, -0.25, -0.92)  0.329
H (2.34, -0.99, -0.87)  0.295
H (2.04, 0.19, -2.19)  0.336
H (-2.99, 2.00, 4.60)  0.325
H (-2.11, 2.24, 3.34)  0.324
H (1.47, 1.69, 1.68)  0.320
H (0.25, -0.94, 0.53)  0.305
H (-0.65, 0.61, 0.65)  0.202

***

Arrangement two

C3H10O2 | ωB97M-V/def2-TZVPD

For the LUMO energy, the calculation gives 0.753 eV. The HOMO-LUMO gap is 10.27 eV. As for the SMILES: CCOC.O.

Each line ends with the Mulliken charge.
Cartesian coordinates (Å):
O (4.88, 2.75, 3.05)  -0.638
O (1.15, 0.42, -0.71)  -0.347
C (0.00, 0.00, 0.00)  -0.639
C (2.27, 1.51, 1.17)  -0.958
C (1.80, 1.60, -0.29)  -0.204
H (5.35, 3.22, 2.32)  0.317
H (2.72, 0.51, 1.25)  0.311
H (2.65, 1.74, -0.97)  0.293
H (5.60, 2.37, 3.60)  0.315
H (-0.77, 0.77, -0.16)  0.273
H (1.19, 2.52, -0.30)  0.266
H (-0.40, -0.97, -0.33)  0.236
H (0.22, -0.06, 1.08)  0.263
H (1.45, 1.60, 1.91)  0.271
H (3.05, 2.26, 1.42)  0.241

***

Ordering by calculated energy gives the sequence arrangement one, arrangement two, with the first entry being the most stable.